Entry 1:
Formula: C32H31N9O2S2Ti
Source: the Open Molecules 2025 dataset
Level of theory: ωB97M-V/def2-TZVPD

HOMO energy ... -8.085 eV
Multiplicity ... 1

Structure (XYZ):
```
77
Properties=species:S:1:pos:R:3:lowdin_charge:R:1
Ti 0.712 0.367 -0.320 0.743
N 3.564 -2.047 1.334 0.121
C 2.583 -1.152 1.100 -0.889
S 0.994 -1.359 1.726 0.683
N 2.729 -0.111 0.323 -0.161
N 3.966 0.074 -0.314 0.047
C 4.153 -0.489 -1.444 -0.112
C 3.374 -1.400 -2.302 -0.125
C 4.150 -2.138 -3.206 -0.048
C 3.596 -3.039 -4.091 -0.086
C 2.214 -3.206 -4.105 -0.069
C 1.417 -2.475 -3.249 0.006
C 1.976 -1.568 -2.345 -0.285
O 1.141 -0.874 -1.587 -0.230
H 3.387 -2.798 1.974 0.090
H 4.500 -1.871 1.010 0.094
H 5.144 -0.282 -1.848 0.116
H 5.224 -1.988 -3.202 0.110
H 4.226 -3.598 -4.768 0.101
H 1.758 -3.902 -4.797 0.106
H 0.340 -2.571 -3.257 0.127
S -1.647 0.205 -0.297 0.591
C -0.543 3.442 -0.572 -0.254
N -1.186 3.944 0.341 0.106
N -0.608 4.744 1.329 0.017
C 0.483 5.597 1.060 -0.243
C 0.511 6.845 1.681 -0.036
C 1.605 7.679 1.531 -0.089
C 2.680 7.290 0.742 -0.099
C 2.645 6.054 0.116 -0.084
C 1.561 5.201 0.276 -0.038
N -0.048 3.013 -1.614 0.104
N 0.709 1.826 -1.621 -0.159
C 1.139 1.559 -2.967 -0.304
C 0.220 1.141 -3.923 -0.023
C 0.655 0.828 -5.199 -0.074
C 2.003 0.933 -5.527 -0.090
C 2.912 1.364 -4.574 -0.081
C 2.479 1.682 -3.292 -0.041
H -1.360 5.231 1.793 0.117
H -0.331 7.160 2.288 0.110
H 1.610 8.643 2.022 0.103
H 3.529 7.948 0.612 0.099
H 3.471 5.737 -0.510 0.107
H 1.569 4.239 -0.215 0.084
H -0.823 1.048 -3.645 0.119
H -0.057 0.491 -5.942 0.104
H 2.340 0.680 -6.523 0.100
H 3.961 1.453 -4.826 0.104
H 3.175 2.021 -2.534 0.108
C 3.374 2.655 1.772 -0.021
N 2.289 2.408 2.710 -0.126
C 2.570 2.651 4.115 -0.011
C 1.098 1.995 2.334 -0.255
O 0.743 1.797 1.156 -0.184
H 3.723 3.680 1.896 0.094
H 3.019 2.502 0.759 0.068
H 4.190 1.957 1.956 0.094
H 2.880 3.687 4.254 0.099
H 3.370 1.991 4.454 0.099
H 1.677 2.465 4.708 0.089
H 0.378 1.853 3.142 0.128
C -2.217 -0.513 1.280 -0.541
C -2.014 0.340 2.503 -0.295
C -1.534 -0.229 3.681 -0.060
C -1.379 0.530 4.830 -0.031
C -1.705 1.885 4.808 -0.259
C -2.193 2.463 3.635 -0.034
C -2.343 1.694 2.496 -0.049
C -1.497 2.693 5.978 -0.193
N -1.311 3.352 6.901 0.149
H -3.288 -0.681 1.149 0.077
H -1.755 -1.489 1.419 0.037
H -1.267 -1.277 3.697 0.101
H -0.999 0.083 5.739 0.121
H -2.442 3.515 3.625 0.114
H -2.682 2.153 1.577 0.096
```

***

Entry 2:
Formula: C12H12N2O
Source: the Open Molecules 2025 dataset
Level of theory: ωB97M-V/def2-TZVPD

HOMO energy ... -8.199 eV
Multiplicity ... 1

Structure (XYZ):
```
27
Properties=species:S:1:pos:R:3:lowdin_charge:R:1
C -3.240 1.585 0.211 -0.109
C -3.193 0.274 0.669 -0.094
C -2.178 2.085 -0.481 -0.074
C -2.229 -0.571 0.263 -0.057
C -1.083 1.252 -0.807 0.004
C 3.751 1.225 0.318 -0.167
C 3.187 0.469 1.311 -0.066
C -1.132 -0.106 -0.445 -0.161
C 2.107 0.271 -0.548 -0.354
C 1.187 -1.100 1.151 0.051
C 0.111 -0.916 -0.756 -0.263
C -0.219 -2.268 -1.347 0.000
N 3.046 1.159 -0.839 0.133
N 2.076 -0.106 0.753 -0.083
O 1.187 -0.286 -1.409 0.042
H -4.126 2.062 0.637 0.108
H -4.018 -0.143 1.310 0.127
H -2.251 3.196 -0.828 0.141
H -2.089 -1.543 0.508 0.079
H -0.338 1.790 -1.229 0.078
H 4.672 1.835 0.538 0.116
H 3.437 0.188 2.244 0.075
H 0.654 -0.789 2.077 0.103
H 1.352 -2.218 1.090 0.103
H -0.667 -2.721 -0.541 0.049
H 0.764 -2.649 -1.559 0.087
H -0.767 -1.976 -2.290 0.132
```

***

Entry 3:
Formula: C6H12Cl2NO
Source: the Open Molecules 2025 dataset
Level of theory: ωB97M-V/def2-TZVPD

HOMO energy ... -4.571 eV
Total charge ... -1
Multiplicity ... 1

Structure (XYZ):
```
22
Properties=species:S:1:pos:R:3:lowdin_charge:R:1
C -0.269 0.519 -2.494 -0.025
C -0.470 1.908 -0.352 -0.027
C 1.916 -1.263 1.464 -0.041
C -0.670 -0.961 1.679 -0.454
C -0.385 0.505 -0.952 -0.349
C 0.547 -0.777 0.928 -0.280
N 0.803 -0.129 -0.292 -0.199
O 1.927 -0.159 -0.837 -0.077
Cl -0.716 0.401 2.987 0.464
Cl -3.324 -1.141 -0.352 -0.504
H 0.779 0.627 -2.612 0.055
H -0.740 -0.455 -2.744 0.096
H -0.862 1.286 -2.762 0.028
H 0.210 2.589 -0.677 0.040
H -0.467 1.841 0.649 -0.010
H -1.420 2.462 -0.755 0.129
H 1.735 -2.018 2.342 0.111
H 2.362 -1.725 0.538 0.089
H 2.417 -0.485 1.816 0.011
H -0.651 -1.826 2.181 0.029
H -1.532 -0.992 1.073 -0.083
H -1.191 -0.208 -0.828 -0.005
```

***

Entry 4:
Formula: C35H33AsIrN5O2
Source: the Open Molecules 2025 dataset
Level of theory: ωB97M-V/def2-TZVPD

HOMO energy (alpha / beta) ... -14.977 / -15.842 eV
Total charge ... +3
Multiplicity ... 2

Structure (XYZ):
```
77
Properties=species:S:1:pos:R:3:lowdin_charge:R:1
Ir 1.853 -0.640 -1.043 1.188
C -4.036 4.384 7.234 0.003
O -2.858 4.251 6.409 -0.009
C -2.946 4.373 5.108 -0.242
C -4.142 4.641 4.412 0.032
C -4.115 4.709 3.044 0.040
C -2.907 4.501 2.349 -0.253
C -1.691 4.302 3.050 0.016
C -1.716 4.240 4.408 0.043
N -2.965 4.590 0.993 0.166
N -2.184 4.426 0.098 0.173
C -1.226 3.541 -0.339 -0.177
C -0.320 4.059 -1.258 0.045
C 0.713 3.295 -1.782 0.044
C 0.838 1.970 -1.402 -0.338
O 1.798 1.193 -1.849 -0.254
C -0.129 1.395 -0.520 -0.142
N 0.020 0.046 -0.274 -0.040
C -0.911 -0.559 0.441 -0.078
C -2.001 0.125 0.995 0.008
C -2.142 1.469 0.792 0.050
C -1.183 2.154 0.017 -0.064
H -3.711 4.131 8.236 0.108
H -4.808 3.691 6.904 0.104
H -4.394 5.411 7.205 0.113
H -5.066 4.815 4.942 0.124
H -5.013 4.925 2.480 0.138
H -0.754 4.244 2.511 0.126
H -0.813 4.115 4.990 0.138
H -0.430 5.095 -1.551 0.142
H 1.421 3.724 -2.477 0.140
H -0.835 -1.625 0.574 0.091
H -2.732 -0.436 1.558 0.130
H -3.000 1.988 1.196 0.125
C 5.954 0.064 -2.047 0.007
C 6.606 -1.005 -1.456 0.018
C 5.860 -1.993 -0.826 0.040
C 4.483 -1.887 -0.808 -0.195
N 3.858 -0.837 -1.378 -0.074
C 4.576 0.116 -1.995 -0.075
C 3.582 -2.841 -0.142 -0.190
C 4.001 -4.094 0.256 0.036
C 3.115 -4.932 0.919 0.017
C 1.838 -4.470 1.172 -0.006
C 1.478 -3.217 0.715 -0.097
N 2.308 -2.402 0.055 -0.047
H 6.501 0.855 -2.540 0.133
H 7.685 -1.073 -1.478 0.138
H 6.355 -2.826 -0.348 0.129
H 4.009 0.925 -2.434 0.115
H 5.008 -4.422 0.046 0.129
H 3.425 -5.919 1.236 0.139
H 1.117 -5.067 1.712 0.132
H 0.490 -2.845 0.913 0.086
C -0.135 -0.037 -3.848 -0.219
As 0.905 -1.430 -3.021 1.116
C 2.292 -1.840 -4.287 -0.224
C -0.249 -3.004 -3.077 -0.256
C -1.372 -3.115 -2.086 -0.311
C -2.510 -2.321 -2.222 -0.052
C -3.584 -2.475 -1.359 -0.062
C -3.534 -3.425 -0.346 -0.062
C -2.411 -4.231 -0.214 -0.060
C -1.337 -4.078 -1.083 -0.066
H -0.576 -0.451 -4.754 0.063
H 0.515 0.797 -4.099 0.048
H -0.923 0.304 -3.178 0.038
H 1.818 -2.191 -5.205 0.061
H 2.945 -2.617 -3.893 0.045
H 2.871 -0.943 -4.496 0.046
H 0.404 -3.877 -3.056 0.093
H -0.661 -2.919 -4.087 0.103
H -2.585 -1.617 -3.044 0.113
H -4.475 -1.877 -1.498 0.118
H -4.382 -3.568 0.310 0.118
H -2.393 -5.012 0.536 0.117
H -0.489 -4.748 -1.016 0.111
```

***

Record-wise ΔE to the lowest compared entry with this formula, charge and spin values, in kcal per mole: 9.7; 82.2; 0.0; 14.7
Record-wise electronic energy values, in a.u.: -3527.19226; -649.08642; -1286.15167; -4117.00726